A cluster of 3 separate species, C4H11NO3 in total at a distorted geometry. Source: the OMol25 dataset; level of theory: ωB97M-V with the def2-TZVPD basis set.

Positions of all 19 atoms, in Å:
O1 0.96724 -0.77723 -0.59373
O2 -1.91714 1.02689 0.06378
O3 -1.03207 -0.24939 -2.21193
N1 -1.86020 -1.25418 0.51374
C1 1.82540 0.01467 -0.03267
C2 3.05376 -0.42890 0.40316
C3 -2.55773 0.01701 0.65529
C4 1.50316 1.43631 0.12944
H1 0.86380 1.42019 0.97975
H2 -1.58358 0.23050 -1.53766
H3 -2.37954 -1.96212 -0.06938
H4 -2.73523 0.14311 1.80469
H5 -0.33803 -0.62824 -1.61914
H6 -3.55973 -0.24776 0.21663
H7 3.75642 0.22219 0.91993
H8 3.29680 -1.48519 0.37670
H9 2.42142 2.06548 0.17576
H10 1.05120 1.79597 -0.79767
H11 -0.77594 -1.33929 0.62329

Cartesian forces, eV/Å:
1.721 0.494 1.549
-0.855 -0.528 1.200
-0.587 -0.109 0.871
1.492 -1.231 0.271
-1.096 -1.226 -1.671
0.714 -1.066 0.811
0.689 -0.410 -0.475
1.036 0.989 -1.450
-0.649 1.079 0.606
0.691 -0.114 -0.861
1.404 0.897 0.905
0.149 0.072 -1.234
-0.426 0.530 -0.819
0.115 0.837 0.306
-0.196 0.002 -0.315
-0.030 0.051 -0.188
-0.636 -0.506 0.802
-0.749 -0.144 0.392
-2.788 0.384 -0.698

Kohn-Sham gap ... 3.14 eV
Net charge ... 0

***

An isolated molecule of C21H29N5O2 at a distorted geometry. Source: the OMol25 dataset; level of theory: ωB97M-V with the def2-TZVPD basis set.

Positions of all 57 atoms, in Å:
O1 0.29696 3.04554 1.16965
O2 -4.84996 -2.24729 -0.17943
N1 4.82833 -1.74757 -0.59479
N2 3.62265 -0.16085 0.63932
N3 -2.87857 -1.94214 0.62323
N4 5.84672 0.18239 0.57772
N5 1.29412 1.37532 0.06617
C1 -1.40141 1.45858 -1.60061
C2 -3.66358 1.74254 0.36731
C3 2.34812 -0.82863 0.00108
C4 -3.69830 1.93363 -1.29348
C5 -2.76775 0.94838 -1.98817
C6 0.22437 1.74421 0.44302
C7 -3.01198 -0.63179 -1.19747
C8 4.78210 -0.71183 0.14990
C9 -1.25795 1.46286 -0.08667
C10 -3.87892 -2.69060 0.47436
C11 1.66503 0.15301 -0.70422
C12 7.04697 -0.25791 0.42651
C13 -3.86453 -4.03715 1.23444
C14 6.10009 -1.87233 -0.94761
C15 -3.95523 0.46740 0.94787
C16 -2.83659 -0.62704 0.21325
C17 7.24796 -1.39881 -0.80309
C18 -1.36015 -0.23666 0.43851
C19 -2.29456 2.23966 0.77866
C20 2.51767 2.07956 0.31950
C21 3.29061 1.01175 1.33215
H1 8.27346 -1.81292 -0.79314
H2 0.74540 -0.21553 -1.19334
H3 -0.66571 1.04302 -2.02460
H4 7.77204 0.45186 0.58248
H5 -4.36405 2.62844 0.51313
H6 -0.66114 -0.77958 0.03450
H7 2.75373 0.73060 2.23659
H8 -4.89184 0.06053 0.69385
H9 1.77415 -0.97255 0.88035
H10 -1.26780 0.04975 1.67830
H11 -2.06121 2.10965 1.78894
H12 -1.19585 2.42475 -1.83757
H13 -1.98633 -1.10056 -1.91434
H14 2.46610 2.82911 0.96768
H15 -4.69099 -4.68581 1.05342
H16 -3.72378 2.89543 -1.48134
H17 -2.16886 -2.44411 1.08071
H18 -3.84193 -0.96402 -1.53562
H19 -3.75272 0.45203 1.93692
H20 -2.83524 0.98493 -3.00663
H21 3.38362 2.18492 -0.50373
H22 2.51353 -1.63715 -0.37777
H23 -4.84686 1.46875 -1.58677
H24 -3.06641 -4.63080 0.70778
H25 4.49375 1.31696 1.60669
H26 2.28043 0.54475 -1.68466
H27 -3.77622 -3.81704 2.43591
H28 5.93812 -2.88931 -1.36766
H29 -1.98960 3.31970 0.30281

Cartesian forces, eV/Å:
-0.825 -6.217 -2.686
0.153 -1.604 0.954
-1.376 2.426 1.464
-2.408 -4.744 -3.395
2.346 -0.774 2.294
-0.059 -2.417 0.467
9.168 -4.377 -4.743
-4.499 1.217 4.498
0.039 5.451 -3.576
1.599 8.104 8.356
-4.722 -8.614 2.188
0.126 -0.208 5.345
-9.632 11.940 4.507
8.242 5.137 -6.267
-1.029 5.744 3.096
2.492 -5.190 3.136
-6.842 -2.006 -1.106
-2.380 3.779 -6.373
-1.784 -1.819 -5.841
1.391 0.684 1.031
-3.574 -9.130 -4.078
1.877 -3.464 -3.813
1.893 2.889 1.585
5.530 5.594 6.699
-5.323 8.608 5.772
2.036 1.844 -4.879
4.897 -4.696 0.539
4.569 2.027 -0.175
-1.155 -0.035 -0.876
0.403 -0.095 0.425
5.616 -4.156 -3.097
2.182 1.183 1.166
0.218 -1.532 0.987
3.523 -3.331 -1.967
-0.379 0.537 0.010
-1.274 -0.436 -0.088
-0.881 -0.782 1.111
0.321 -1.591 -3.253
0.407 0.346 1.555
-0.308 3.471 -1.251
-3.048 0.403 2.565
-0.995 3.762 1.659
-1.131 0.259 -0.056
0.456 4.774 -1.292
1.717 0.474 0.843
-5.329 -2.455 -2.353
0.441 -0.179 3.371
-0.657 -0.691 -2.719
-2.849 -0.086 1.158
2.176 -8.865 -4.779
2.738 1.613 0.768
0.061 0.467 1.365
-3.737 0.169 -0.317
-1.218 -0.814 2.393
0.244 -0.858 -3.174
1.920 0.262 -1.169
-1.367 -1.997 2.014

Kohn-Sham gap ... 8.66 eV
SMILES ... CC(=O)N[C@@]12C[C@H]3C[C@@H](C1)C[C@](C(=O)N1CCN(c4ncccn4)CC1)(C3)C2
Net charge ... 0

***

A structure of composition NO3Tl at a distorted geometry. Source: the OMol25 dataset; level of theory: ωB97M-V with the def2-TZVPD basis set.

Positions of all 5 atoms, in Å:
Tl1 -7.68742 5.63184 5.28409
O1 -6.47968 7.38897 4.58863
O2 -5.07376 7.57784 2.99443
O3 -6.05601 5.79348 3.39463
N1 -5.82608 6.96174 3.64762

Cartesian forces, eV/Å:
1.503 0.830 -1.456
-2.980 5.403 5.957
1.097 3.673 0.430
-1.250 -5.101 -0.500
1.629 -4.805 -4.432

Kohn-Sham gap ... 4.00 eV
Net charge ... +2

***

A cluster of 2 separate species, C3H3NO2 in total at a distorted geometry. Source: the OMol25 dataset; level of theory: ωB97M-V with the def2-TZVPD basis set.

Positions of all 9 atoms, in Å:
O1 -1.74920 -2.02719 0.05868
O2 -1.52888 1.20062 -0.61005
N1 -1.33599 1.84976 0.38861
C1 -0.73024 -1.48034 0.03554
C2 0.46402 -1.19226 -0.25573
C3 1.46015 -0.41404 -0.06246
H1 2.30466 -0.29293 -0.87140
H2 -0.32567 2.00206 0.62032
H3 1.44116 0.35432 0.69648

Cartesian forces, eV/Å:
-1.066 0.199 0.383
0.888 0.765 1.101
-1.523 -0.220 -0.491
-1.739 -1.858 0.124
0.891 -0.162 -0.795
3.065 2.235 -1.954
-1.372 -0.561 1.879
0.535 -0.444 -0.626
0.321 0.046 0.380

Kohn-Sham gap (spin up / spin down) ... 8.29 / 8.29 eV
SMILES ... C=C=C=O.N=O
Net charge ... 0

***

The ion C6H11N2OS2 with charge +1 at a distorted geometry. Source: the OMol25 dataset; level of theory: ωB97M-V with the def2-TZVPD basis set.

Positions of all 22 atoms, in Å:
S1 -1.73833 0.57825 -0.29192
S2 1.57359 1.95712 0.03453
O1 -1.16941 1.71606 -0.99385
N1 1.08486 -3.11855 -0.02088
N2 1.38044 -0.68870 0.28111
C1 -3.25547 0.97724 0.61382
C2 2.85522 1.08025 -0.97570
C3 0.86506 0.53977 0.66021
C4 0.91155 -1.81634 0.01246
C5 -1.75616 -1.03782 -0.94528
C6 -0.36031 0.58540 1.35817
H1 1.89829 -3.38929 0.48780
H2 -1.26073 -1.12513 -1.91655
H3 -2.85315 1.55879 1.45468
H4 3.61649 1.83982 -0.72172
H5 0.92235 -3.56574 -0.96591
H6 -0.67528 -0.33414 1.84629
H7 -3.53299 -0.07519 0.66389
H8 -4.00446 1.61769 0.01760
H9 -0.43106 1.50995 1.97919
H10 3.35239 0.15671 -0.61187
H11 2.57709 1.03385 -1.96606

Cartesian forces, eV/Å:
1.628 -0.635 -1.915
0.739 -1.830 -0.161
-0.574 0.430 -0.389
-0.349 0.872 -1.608
-2.247 -0.846 0.451
0.167 0.317 -1.394
1.952 1.840 3.135
0.599 -1.745 -0.529
0.034 2.215 -0.675
-0.541 1.153 1.950
-0.249 -0.251 0.837
0.639 -0.910 0.424
0.242 0.677 0.058
-0.698 -0.651 0.144
0.252 -0.293 -1.323
0.017 0.486 1.758
0.193 0.217 0.219
-0.924 0.255 1.244
1.471 -1.177 0.550
-0.725 -0.596 -0.816
-1.118 0.463 0.136
-0.507 0.007 -2.097

Kohn-Sham gap (spin up / spin down) ... 6.66 / 6.83 eV
Net charge ... +1

***

A structure of composition C39H39N5O2PtSbSe4. Source: the OMol25 dataset; level of theory: ωB97M-V with the def2-TZVPD basis set.

Positions of all 91 atoms, in Å:
Pt1 -0.14663 -0.70817 0.75087
Sb1 0.93666 -0.98005 6.35784
Se1 -0.07883 0.42914 8.01743
Se2 -0.22055 -0.01134 4.18263
Se3 -0.00694 -1.83454 2.86894
Se4 3.28063 -0.69381 5.82048
O1 -1.89651 0.46575 1.07793
O2 -1.14462 -2.12206 -0.51165
N1 4.93179 -0.61748 1.62011
N2 0.07462 0.44284 -1.03377
N3 4.43300 1.70665 2.14652
N4 4.77945 1.03348 -0.17049
N5 2.77723 0.33098 1.01665
C1 -0.47345 2.32100 0.37228
C2 1.40926 -5.43123 -0.25771
C3 -1.62819 -2.42274 -2.82518
C4 0.62800 -1.63086 -2.12121
C5 -4.39347 1.90968 -1.81097
C6 3.49350 -0.86245 1.48444
C7 3.34402 0.74536 -0.26485
C8 -3.56252 -2.10171 -4.82532
C9 -1.23037 3.57497 4.38442
C10 -0.41457 2.47090 -2.15391
C11 4.95979 2.08474 0.83856
C12 -2.27491 -2.50342 -5.15678
C13 -3.34874 3.67396 0.05356
C14 -0.23541 1.83885 -3.37129
C15 0.26413 -0.18456 -2.20240
C16 -2.30926 3.09229 5.10264
C17 5.44502 -0.17910 0.32373
C18 -0.58314 -2.52778 -1.70315
C19 0.01545 -6.33950 -1.97785
C20 -2.92926 2.34745 0.05592
C21 -1.82237 1.84065 0.99395
C22 -3.08091 1.94165 3.13710
C23 -4.28109 4.11694 -0.87578
C24 -3.88059 -1.86844 -3.49561
C25 0.96897 -6.52652 -0.99278
C26 0.11050 0.49769 -3.39954
C27 -1.31912 -2.66106 -4.16384
C28 3.00715 1.40330 1.99805
C29 5.10922 0.47940 2.58221
C30 -3.46431 1.46784 -0.87980
C31 -3.24312 2.27881 4.46791
C32 -1.07280 3.23659 3.04282
C33 -0.04336 -3.96362 -1.52684
C34 -0.25696 1.73980 -0.98529
C35 -1.98554 2.40504 2.40839
C36 0.90283 -4.17150 -0.52182
C37 -0.48741 -5.06824 -2.24233
C38 -4.80403 3.23622 -1.81355
C39 -2.92061 -2.02789 -2.50386
H1 -0.69942 3.51254 -2.09339
H2 -3.77724 1.26939 2.65019
H3 -2.41525 3.32877 6.15347
H4 0.24937 -0.02942 -4.33343
H5 -0.32243 -2.98747 -4.44059
H6 1.40494 -1.75116 -1.36014
H7 6.51522 0.02135 0.41561
H8 0.33459 1.99066 1.03083
H9 1.35806 -7.51571 -0.78650
H10 -3.14518 -1.84380 -1.46178
H11 -4.08627 1.88859 5.02456
H12 -2.01400 -2.69488 -6.19084
H13 -1.24491 -4.95059 -3.00467
H14 4.45002 2.98923 0.49648
H15 -2.95130 4.36147 0.79255
H16 -4.60483 5.15087 -0.86285
H17 -0.45913 3.41081 0.30948
H18 -4.79298 1.21368 -2.53966
H19 2.82204 1.64030 -0.61452
H20 -5.53246 3.58152 -2.53726
H21 2.48986 2.30684 1.66367
H22 -3.13288 0.43644 -0.85834
H23 2.60399 1.09797 2.96540
H24 -4.88275 -1.55830 -3.22421
H25 -0.37012 2.38705 -4.29517
H26 -0.48822 4.19543 4.87126
H27 4.70108 0.17615 3.54704
H28 -0.20029 3.60461 2.51920
H29 -0.35199 -7.18652 -2.54473
H30 1.22027 -3.33213 0.08804
H31 3.19360 -0.05197 -0.99795
H32 3.33537 -1.67488 0.76790
H33 6.17714 0.68371 2.68969
H34 1.04021 -1.97016 -3.07215
H35 5.30028 -0.97984 -0.40617
H36 -4.30973 -1.97352 -5.59879
H37 6.02693 2.29922 0.93383
H38 3.08767 -1.15805 2.45428
H39 2.13910 -5.56207 0.53184

Cartesian forces, eV/Å:
0.064 -0.031 -0.113
0.192 0.046 0.008
-0.036 0.014 0.028
-0.095 0.068 0.015
0.024 -0.135 0.000
-0.114 -0.078 0.033
0.069 -0.188 -0.037
0.009 -0.059 0.028
0.001 0.034 -0.005
-0.008 0.010 -0.035
0.003 0.031 0.014
0.003 -0.004 -0.018
-0.080 0.089 0.117
-0.058 0.045 -0.001
0.012 -0.002 0.000
-0.009 -0.011 0.012
0.060 0.018 0.002
-0.009 0.028 -0.003
-0.018 -0.031 0.019
0.021 -0.006 0.026
-0.005 0.008 0.006
0.009 0.010 0.010
-0.015 -0.014 0.029
-0.007 -0.003 -0.022
0.002 0.005 0.004
0.007 -0.022 -0.013
0.002 -0.019 -0.014
-0.020 -0.002 -0.006
-0.003 -0.003 0.021
-0.002 -0.005 0.009
-0.012 -0.009 -0.003
-0.003 0.008 -0.006
-0.025 -0.035 0.004
0.044 0.117 -0.041
-0.024 0.008 0.013
0.015 0.008 0.027
0.007 0.001 -0.010
-0.002 0.002 0.001
-0.013 0.003 -0.012
0.001 -0.027 0.001
0.036 -0.024 -0.039
0.019 -0.022 -0.027
0.012 -0.005 0.008
-0.022 0.017 -0.015
-0.039 0.002 -0.029
-0.027 0.036 0.011
0.020 -0.002 -0.020
-0.012 0.073 0.026
-0.007 -0.012 0.012
0.008 0.026 0.004
-0.005 -0.011 -0.014
-0.007 0.008 -0.013
-0.003 -0.001 -0.001
0.008 0.014 0.012
0.006 -0.008 -0.002
0.003 0.003 0.003
-0.001 -0.001 0.004
0.002 0.026 -0.013
0.003 0.004 -0.002
0.031 -0.011 0.024
-0.001 0.000 0.000
0.005 -0.012 -0.002
0.007 -0.004 0.001
-0.001 0.000 0.001
-0.017 0.011 -0.018
0.002 0.001 0.001
0.002 0.007 0.004
-0.001 0.000 0.000
0.000 -0.009 0.005
0.000 0.010 0.005
-0.005 0.013 0.001
0.003 0.001 0.001
-0.010 0.004 -0.004
0.000 0.037 0.009
-0.020 -0.033 -0.001
-0.002 -0.001 -0.003
0.003 -0.002 -0.001
-0.001 0.001 0.002
0.016 -0.008 -0.036
0.014 0.014 -0.021
0.000 0.003 -0.002
0.003 -0.006 0.006
-0.021 -0.008 0.000
-0.008 0.010 0.006
0.005 0.002 0.004
-0.005 -0.002 0.015
0.000 0.000 0.004
-0.001 -0.002 0.001
0.005 0.001 -0.001
0.015 -0.010 0.008
-0.002 0.000 0.000

Spin multiplicity ... 5
Kohn-Sham gap (spin up / spin down) ... 6.90 / 5.22 eV
Net charge ... -1

***

Result set for energy relative to the best compared isomer or geometry (same formula, charge and spin): 201.0 404.9 80.5 147.1 158.4 20.2 kcal/mol, one per record in the order listed.